# 1
136
Properties=species:S:1:pos:R:3:lowdin_charge:R:1 method="wB97M-V/def2-TZVPD" smiles="C[C@H]1COC(=O)O1.C[C@H]1COC(=O)O1.C[C@H]1COC(=O)O1.C[C@H]1COC(=O)O1.CN(C)C=O.CN(C)C=O.CN(C)C=O.CN(C)C=O.CN(C)C=O.CN(C)C=O.CN(C)C=O" orbital_gap_ev=7.91 homo_energy_ha=-0.2972 lumo_energy_ev=-0.179
C -1.870 -1.359 2.004 -0.033
C -3.054 -0.900 2.874 -0.213
C -3.034 -1.366 4.371 -0.050
O -3.215 -0.192 5.084 0.087
C -3.284 0.842 4.273 -0.555
O -3.790 1.934 4.545 0.133
O -2.878 0.497 3.050 0.067
H -2.223 -2.321 1.633 0.094
H -0.975 -1.460 2.619 0.069
H -1.671 -0.692 1.166 0.063
H -3.986 -0.945 2.309 0.046
H -2.082 -1.817 4.649 0.097
H -3.789 -2.084 4.692 0.146
C 1.128 -1.084 3.400 -0.028
C 0.128 -1.071 4.566 -0.311
C 0.765 -1.330 5.871 -0.081
O 0.019 -0.427 6.662 0.088
C -0.628 0.486 5.888 -0.575
O -1.304 1.369 6.357 0.172
O -0.475 0.217 4.621 0.072
H 1.972 -0.403 3.500 0.057
H 0.611 -0.839 2.472 0.043
H 1.589 -2.072 3.382 0.122
H -0.733 -1.711 4.375 0.101
H 1.821 -1.057 5.883 0.145
H 0.658 -2.373 6.168 0.148
C -4.492 1.846 -1.550 -0.009
C -4.214 1.794 -0.017 -0.291
C -5.275 2.527 0.779 -0.032
O -5.916 1.459 1.537 0.109
C -5.165 0.339 1.379 -0.488
O -5.406 -0.746 1.944 0.091
O -4.190 0.465 0.487 0.000
H -5.295 1.165 -1.831 0.082
H -3.632 1.530 -2.139 0.080
H -4.814 2.847 -1.837 0.099
H -3.219 2.191 0.184 0.107
H -5.983 2.997 0.098 0.131
H -4.886 3.285 1.459 0.143
C 1.735 -1.239 -3.095 -0.019
C 0.499 -0.758 -3.910 -0.317
C 0.579 -1.111 -5.355 -0.121
O -0.266 -2.138 -5.547 0.123
C -0.981 -2.388 -4.412 -0.449
O -1.833 -3.239 -4.295 0.167
O -0.563 -1.545 -3.480 -0.106
H 2.575 -0.578 -3.312 0.097
H 2.015 -2.247 -3.401 0.139
H 1.513 -1.381 -2.038 0.027
H 0.311 0.311 -3.804 0.115
H 1.571 -1.494 -5.594 0.148
H 0.282 -0.245 -5.947 0.152
C -3.245 -1.991 0.088 -0.059
N -3.251 -1.288 -1.188 -0.056
C -2.039 -1.293 -2.033 -0.114
C -4.393 -0.733 -1.714 -0.301
O -4.477 -0.199 -2.844 -0.064
H -3.366 -3.051 -0.136 0.103
H -4.055 -1.592 0.698 0.086
H -2.268 -1.866 0.556 -0.009
H -1.298 -0.673 -1.528 0.039
H -1.687 -2.325 -2.032 0.055
H -2.032 -1.046 -3.094 0.131
H -5.269 -0.824 -1.052 0.154
C -1.412 -4.277 -1.864 -0.014
N -0.162 -3.692 -1.315 -0.076
C -0.141 -2.267 -1.174 -0.111
C 0.844 -4.516 -0.967 -0.282
O 1.954 -4.201 -0.517 -0.025
H -1.522 -3.899 -2.880 0.040
H -2.278 -4.078 -1.233 0.080
H -1.415 -5.365 -1.941 0.100
H -0.910 -2.134 -0.413 0.108
H 0.815 -1.772 -1.002 0.060
H -0.520 -1.745 -2.053 0.003
H 0.567 -5.558 -1.186 0.130
C 3.478 -2.257 -0.942 -0.101
N 3.942 -2.091 0.429 -0.117
C 5.151 -2.801 0.851 -0.025
C 3.360 -1.183 1.281 -0.280
O 3.553 -1.163 2.517 -0.044
H 3.589 -3.295 -1.254 0.087
H 4.011 -1.707 -1.717 0.078
H 2.453 -1.920 -1.098 0.027
H 6.015 -2.422 0.305 0.085
H 5.329 -2.598 1.908 0.083
H 4.908 -3.844 0.653 0.091
H 2.799 -0.416 0.725 0.053
C 5.008 1.979 -3.210 -0.028
N 3.702 1.440 -2.911 -0.161
C 3.480 1.011 -1.532 -0.001
C 2.742 1.560 -3.832 -0.257
O 1.567 1.321 -3.479 -0.218
H 5.386 2.629 -2.422 0.105
H 4.944 2.494 -4.169 0.089
H 5.642 1.107 -3.368 0.099
H 3.387 1.975 -1.032 0.103
H 2.587 0.444 -1.270 0.079
H 4.393 0.492 -1.239 0.111
H 3.073 2.009 -4.781 0.161
C -0.018 0.457 -2.064 -0.072
N -0.427 0.413 -0.625 -0.076
C -1.533 1.201 -0.186 -0.036
C 0.466 -0.114 0.277 -0.284
O 1.552 -0.608 0.030 -0.119
H -0.942 0.274 -2.613 0.119
H 0.723 -0.272 -2.392 0.027
H 0.354 1.443 -2.340 0.057
H -2.468 1.013 -0.714 0.061
H -1.763 1.186 0.879 0.113
H -1.313 2.251 -0.378 0.114
H 0.098 -0.049 1.313 0.099
C 1.844 1.947 4.166 0.005
N 2.230 2.227 2.764 -0.088
C 2.084 1.072 1.881 -0.092
C 2.584 3.429 2.355 -0.397
O 2.685 4.355 3.127 0.006
H 1.220 1.053 4.170 0.047
H 1.299 2.709 4.722 0.103
H 2.709 1.729 4.791 0.103
H 2.279 1.393 0.858 0.082
H 2.729 0.252 2.196 0.038
H 1.083 0.647 1.963 0.055
H 2.577 3.566 1.263 0.096
C 0.777 5.745 -1.814 -0.053
N 1.107 4.430 -1.275 -0.123
C 1.221 3.296 -2.305 -0.009
C 1.118 4.149 0.060 -0.286
O 1.307 3.011 0.396 -0.051
H 0.944 6.538 -1.085 0.089
H -0.237 5.796 -2.212 0.089
H 1.569 5.824 -2.558 0.085
H 0.271 2.921 -2.688 0.103
H 1.953 3.460 -3.095 0.097
H 1.497 2.354 -1.831 0.053
H 0.832 5.030 0.655 0.167



# 2
138
Properties=species:S:1:pos:R:3:lowdin_charge:R:1 method="wB97M-V/def2-TZVPD" charge=+1 orbital_gap_ev=9.48 homo_energy_ha=-0.4137 lumo_energy_ev=-1.780
C 2.857 -3.328 1.671 -0.104
C 1.567 -3.100 0.870 -0.238
C 1.091 -1.625 0.879 -0.199
C 0.860 -1.024 -0.525 -0.157
C -0.464 -0.241 -0.702 -0.153
C -0.402 1.136 -1.390 -0.112
C -0.187 2.414 -0.549 -0.238
B 1.423 2.516 -0.108 -0.706
O 2.402 2.132 -0.986 0.138
N 1.673 2.807 1.304 -0.128
C 1.902 1.561 2.066 -0.053
C 2.834 3.701 1.494 -0.059
N -0.927 2.321 0.759 0.163
C -2.407 2.167 0.606 -0.323
O -2.958 1.695 1.794 -0.128
C -3.038 0.271 1.953 -0.142
C -4.357 -0.148 2.588 -0.192
O -4.283 -1.528 2.850 -0.134
C -4.484 -2.395 1.737 -0.256
C -3.226 -3.205 1.458 -0.054
C -2.979 3.544 0.213 -0.467
P -4.479 3.254 -0.793 0.721
O -5.287 4.492 -0.941 -0.386
P -3.743 4.509 1.715 0.958
C -5.281 3.624 2.125 -0.257
O -2.754 4.065 2.944 -0.309
C -1.983 4.445 -0.646 -0.270
C -1.727 5.873 -0.143 -0.297
S -0.853 6.106 1.389 0.676
O -0.261 4.834 1.740 -0.381
O -0.069 7.307 1.292 -0.320
C -0.672 3.737 -1.249 -0.386
Br 0.922 4.880 -1.113 1.219
C -0.940 3.696 -2.800 -0.416
F -2.112 3.062 -3.043 0.091
F -1.151 4.984 -3.158 0.096
C 0.087 3.126 -3.871 -0.591
F 0.100 3.933 -4.903 0.210
F 1.314 3.007 -3.412 0.170
F -0.316 1.940 -4.294 0.185
H 3.540 -2.478 1.573 0.066
H 3.393 -4.212 1.322 0.070
H 2.650 -3.465 2.734 0.073
H 1.754 -3.413 -0.159 0.100
H 0.790 -3.728 1.302 0.081
H 0.160 -1.570 1.454 0.096
H 1.838 -1.048 1.424 0.070
H 1.716 -0.424 -0.842 0.110
H 0.821 -1.875 -1.210 0.106
H -0.984 -0.230 0.257 0.066
H -1.100 -0.840 -1.360 0.124
H -1.336 1.232 -1.947 0.107
H 0.384 1.088 -2.141 0.119
H 2.904 2.845 -1.417 0.066
H 0.983 0.989 2.228 0.073
H 2.261 1.827 3.063 0.103
H 2.665 0.927 1.602 0.093
H 3.728 3.148 1.798 0.096
H 3.092 4.242 0.583 0.049
H 2.586 4.438 2.261 0.095
H -0.715 3.186 1.310 0.127
H -0.534 1.568 1.324 0.144
H -2.580 1.426 -0.182 0.143
H -2.229 -0.070 2.609 0.145
H -2.923 -0.242 0.996 0.109
H -4.507 0.360 3.543 0.137
H -5.204 0.091 1.931 0.126
H -5.328 -3.054 1.952 0.120
H -4.758 -1.813 0.846 0.116
H -2.800 -3.533 2.407 0.091
H -3.442 -4.098 0.868 0.077
H -2.482 -2.608 0.922 0.058
H -4.037 2.700 -2.001 0.035
H -5.111 2.175 -0.153 0.032
H -5.305 2.564 1.887 0.009
H -5.355 3.711 3.214 0.061
H -6.120 4.165 1.689 0.052
H -2.963 3.198 3.311 0.061
H -2.569 4.672 -1.537 0.105
H -2.687 6.388 -0.022 0.103
H -1.188 6.447 -0.897 0.082
H -1.874 6.326 2.240 0.055
O -0.330 -5.932 1.130 0.083
C -1.039 -6.778 0.648 -0.530
O -2.228 -7.015 1.219 -0.006
C -3.214 -7.894 0.647 -0.233
C -2.956 -9.345 0.975 -0.063
C -0.602 -7.597 -0.545 0.017
H -3.296 -7.727 -0.427 0.114
H -4.154 -7.568 1.087 0.118
H -2.004 -9.687 0.566 0.072
H -3.751 -9.963 0.567 0.056
H -2.912 -9.488 2.056 0.087
H 0.055 -8.390 -0.190 0.099
H -0.032 -6.949 -1.207 0.089
H -1.416 -8.042 -1.108 0.070
O 3.687 4.544 -1.902 -0.012
C 4.614 5.322 -2.006 -0.502
O 5.776 4.986 -1.466 0.032
C 6.971 5.787 -1.611 -0.210
C 7.017 6.910 -0.597 -0.051
C 4.433 6.657 -2.680 0.033
H 7.065 6.137 -2.637 0.119
H 7.786 5.095 -1.447 0.100
H 6.193 7.613 -0.721 0.070
H 7.952 7.458 -0.699 0.089
H 6.958 6.507 0.414 0.085
H 3.967 7.338 -1.967 0.102
H 3.757 6.523 -3.521 0.097
H 5.353 7.104 -3.042 0.078
O -5.648 -9.562 -0.355 0.086
C -6.794 -9.353 -0.053 -0.508
O -7.306 -8.138 -0.319 0.002
C -8.687 -7.817 -0.106 -0.233
C -8.973 -7.429 1.329 -0.062
C -7.626 -10.387 0.666 0.021
H -9.324 -8.633 -0.448 0.114
H -8.871 -6.973 -0.768 0.123
H -8.776 -8.250 2.018 0.070
H -10.017 -7.136 1.437 0.084
H -8.344 -6.589 1.623 0.081
H -7.361 -10.361 1.723 0.100
H -7.361 -11.364 0.270 0.095
H -8.699 -10.254 0.569 0.070
O 9.171 4.022 -3.005 0.088
C 9.525 3.010 -2.458 -0.526
O 10.588 3.071 -1.639 0.005
C 11.036 1.957 -0.856 -0.233
C 11.923 1.019 -1.646 -0.061
C 8.841 1.688 -2.715 0.020
H 10.185 1.443 -0.406 0.111
H 11.599 2.412 -0.043 0.124
H 11.391 0.567 -2.483 0.070
H 12.290 0.220 -1.002 0.084
H 12.777 1.563 -2.048 0.086
H 9.221 1.287 -3.654 0.099
H 7.777 1.878 -2.827 0.090
H 8.981 0.946 -1.934 0.069



In order of appearance, ΔE to the lowest compared entry with this formula, charge and spin = 715.6, 0.0 kcal per mole.